(1)
A single C18H25N molecule, computed with ωB97M-V/def2-TZVPD.

The calculation puts the HOMO energy at -6.951 eV. For the energy above the lowest of the compared OMol25 structures with the same formula, charge and spin, the calculation gives 0.000 eV. The SMILES is CCC[C@H]1C(CC)=CC(CC)=CN1c1ccccc1.

The geometry in ORCA input format:
```
! RIJCOSX wB97M-V def2-TZVPD def2/J DEFGRID3
* xyz 0 1
C -0.448 -0.670 1.849
C 1.812 -0.061 1.271
C 0.973 -0.857 2.014
C -0.995 0.107 0.825
C 3.177 4.696 0.043
C 2.676 4.088 -1.118
C 3.130 4.053 1.287
C 2.065 2.837 -0.990
C 2.548 2.812 1.377
C 1.980 2.197 0.230
N 1.317 0.945 0.396
C 1.474 -1.500 4.380
C -2.831 1.703 1.060
C -0.064 -2.043 -2.840
C 1.499 -1.969 2.899
C -2.529 0.229 0.824
C -0.081 0.835 -0.139
C -0.142 -1.426 -1.438
C -0.093 0.117 -1.520
H -1.126 -1.149 2.548
H 2.891 -0.169 1.302
H 3.548 5.726 -0.035
H 2.758 4.590 -2.097
H 3.462 4.580 2.191
H 1.682 2.380 -1.884
H 2.469 2.323 2.361
H 2.178 -0.670 4.476
H 0.450 -1.200 4.704
H 1.797 -2.267 5.074
H -2.376 2.074 1.965
H -3.915 1.848 1.127
H -2.522 2.307 0.198
H -0.765 -1.606 -3.544
H 0.958 -1.826 -3.256
H -0.192 -3.119 -2.863
H 0.897 -2.851 2.817
H 2.513 -2.262 2.613
H -2.944 -0.431 1.597
H -2.872 -0.143 -0.162
H -0.430 1.873 -0.279
H -1.048 -1.776 -0.957
H 0.695 -1.843 -0.870
H 0.759 0.405 -2.138
H -1.051 0.397 -2.016
*
```

Here is what Mulliken gives for the atomic charges, in e: atom 1 (C): -0.32, atom 2 (C): -1.10, atom 3 (C): 0.78, atom 4 (C): -0.35, atom 5 (C): -0.31, atom 6 (C): -0.81, atom 7 (C): -0.77, atom 8 (C): 0.07, atom 9 (C): -0.10, atom 10 (C): 0.05, atom 11 (N): 0.42, atom 12 (C): -1.09, atom 13 (C): -1.23, atom 14 (C): -1.48, atom 15 (C): -1.01, atom 16 (C): -0.61, atom 17 (C): 0.03, atom 18 (C): -0.11, atom 19 (C): -0.82, atom 20 (H): 0.28, atom 21 (H): 0.43, atom 22 (H): 0.33, atom 23 (H): 0.37, atom 24 (H): 0.35, atom 25 (H): 0.30, atom 26 (H): 0.42, atom 27 (H): 0.27, atom 28 (H): 0.29, atom 29 (H): 0.40, atom 30 (H): 0.33, atom 31 (H): 0.44, atom 32 (H): 0.29, atom 33 (H): 0.36, atom 34 (H): 0.30, atom 35 (H): 0.42, atom 36 (H): 0.38, atom 37 (H): 0.39, atom 38 (H): 0.41, atom 39 (H): 0.27, atom 40 (H): 0.60, atom 41 (H): 0.27, atom 42 (H): 0.19, atom 43 (H): 0.34, atom 44 (H): 0.37

=====

(2)
A single C18H25N3O2S molecule, computed with ωB97M-V/def2-TZVPD.

The calculation puts the HOMO energy at -8.009 eV. For the energy above the lowest of the compared OMol25 structures with the same formula, charge and spin, the calculation gives 0.643 eV. The SMILES is Cc1ccc(NC(=S)N2CCN(C(=O)[C@@H]3CCCO3)CC2)c(C)c1.

The geometry in ORCA input format:
```
! RIJCOSX wB97M-V def2-TZVPD def2/J DEFGRID3
* xyz 0 1
C -3.987 -3.833 0.547
C -3.709 -2.366 0.428
C -2.741 -1.749 1.207
C -2.485 -0.397 1.076
C -3.186 0.364 0.148
C -4.179 -0.235 -0.636
C -4.421 -1.589 -0.479
H -5.185 -2.057 -1.083
C -4.963 0.584 -1.615
H -4.299 1.171 -2.248
H -5.574 -0.055 -2.247
H -5.625 1.277 -1.093
N -2.951 1.741 0.001
C -1.835 2.438 0.361
N -0.621 1.875 0.174
C -0.376 0.798 -0.764
C 0.915 1.075 -1.525
N 2.036 1.101 -0.604
C 3.199 0.534 -0.985
O 3.350 0.070 -2.101
C 4.321 0.518 0.070
C 5.538 -0.283 -0.428
H 5.295 -0.711 -1.401
C 5.722 -1.371 0.633
H 6.451 -1.059 1.381
C 4.331 -1.433 1.262
H 3.661 -2.057 0.653
H 4.323 -1.789 2.292
O 3.876 -0.094 1.274
H 6.028 -2.324 0.212
H 6.418 0.347 -0.533
H 4.580 1.557 0.310
C 1.743 1.635 0.711
H 2.608 2.174 1.098
C 0.556 2.584 0.635
H 0.343 2.994 1.626
H 0.781 3.430 -0.026
H 1.523 0.820 1.410
H 0.841 2.030 -2.058
H 1.108 0.290 -2.261
H -0.294 -0.163 -0.241
H -1.209 0.730 -1.467
S -2.005 3.977 0.950
H -3.781 2.320 -0.022
H -1.759 0.082 1.716
H -2.188 -2.326 1.934
H -5.058 -4.018 0.602
H -3.603 -4.360 -0.327
H -3.513 -4.248 1.433
*
```

Here is what Mulliken gives for the atomic charges, in e: atom 1 (C): -1.48, atom 2 (C): 0.74, atom 3 (C): -1.00, atom 4 (C): -0.42, atom 5 (C): -0.06, atom 6 (C): 1.06, atom 7 (C): -0.72, atom 8 (H): 0.36, atom 9 (C): -1.60, atom 10 (H): 0.33, atom 11 (H): 0.41, atom 12 (H): 0.34, atom 13 (N): -0.05, atom 14 (C): 0.13, atom 15 (N): 0.38, atom 16 (C): -0.44, atom 17 (C): -1.31, atom 18 (N): 0.22, atom 19 (C): 0.57, atom 20 (O): -0.71, atom 21 (C): -0.17, atom 22 (C): -0.81, atom 23 (H): 0.28, atom 24 (C): -0.56, atom 25 (H): 0.25, atom 26 (C): -0.43, atom 27 (H): 0.27, atom 28 (H): 0.34, atom 29 (O): -0.41, atom 30 (H): 0.33, atom 31 (H): 0.39, atom 32 (H): 0.55, atom 33 (C): -0.64, atom 34 (H): 0.66, atom 35 (C): -1.41, atom 36 (H): 0.67, atom 37 (H): 0.31, atom 38 (H): 0.15, atom 39 (H): 0.25, atom 40 (H): 0.50, atom 41 (H): 0.28, atom 42 (H): 0.54, atom 43 (S): -0.40, atom 44 (H): 0.35, atom 45 (H): 0.58, atom 46 (H): 0.34, atom 47 (H): 0.38, atom 48 (H): 0.30, atom 49 (H): 0.36

=====

(3)
A single C18H25N3O4 molecule, computed with ωB97M-V/def2-TZVPD.

The calculation puts the HOMO energy at -8.465 eV. For the energy above the lowest of the compared OMol25 structures with the same formula, charge and spin, the calculation gives 1.597 eV. The SMILES is CCCCCC(=O)NN[C@H]1CC(=O)N(c2cccc(OCC)c2)C1=O.

The geometry in ORCA input format:
```
! RIJCOSX wB97M-V def2-TZVPD def2/J DEFGRID3
* xyz 0 1
C -4.332 -3.337 0.986
C -4.973 -2.582 -0.172
C -3.951 -1.973 -1.134
C -3.008 -0.949 -0.506
C -3.739 0.276 0.055
C -2.719 1.274 0.535
O -1.890 1.048 1.397
N -2.797 2.509 -0.027
H -3.377 2.710 -0.826
N -1.836 3.483 0.284
H -1.502 3.226 1.219
C -0.688 3.483 -0.643
C 0.469 4.276 -0.055
C 1.465 3.227 0.413
O 2.450 3.408 1.073
N 1.042 2.002 -0.078
C -0.128 2.070 -0.799
O -0.638 1.170 -1.416
C 1.736 0.781 0.146
C 1.041 -0.302 0.668
C 1.722 -1.486 0.870
C 3.070 -1.599 0.569
C 3.761 -0.506 0.057
C 3.080 0.693 -0.160
H 3.622 1.536 -0.555
O 5.077 -0.497 -0.273
C 5.848 -1.663 -0.061
C 7.275 -1.354 -0.486
H 7.665 -0.527 0.101
H 7.297 -1.074 -1.535
H 7.904 -2.228 -0.336
H 5.822 -1.945 1.001
H 5.447 -2.495 -0.656
H 3.569 -2.539 0.742
H 1.199 -2.340 1.274
H -0.002 -0.202 0.920
H 0.954 4.909 -0.799
H 0.163 4.911 0.776
H -1.051 3.864 -1.602
H -4.384 0.718 -0.706
H -4.350 -0.018 0.911
H -2.431 -1.410 0.296
H -2.298 -0.611 -1.264
H -4.488 -1.500 -1.960
H -3.345 -2.778 -1.555
H -5.602 -3.272 -0.739
H -5.626 -1.799 0.220
H -5.096 -3.834 1.580
H -3.643 -4.091 0.613
H -3.784 -2.662 1.639
*
```

Here is what Mulliken gives for the atomic charges, in e: atom 1 (C): -1.15, atom 2 (C): -0.44, atom 3 (C): -0.97, atom 4 (C): -0.09, atom 5 (C): -0.42, atom 6 (C): 0.38, atom 7 (O): -0.72, atom 8 (N): -0.10, atom 9 (H): 0.25, atom 10 (N): -0.59, atom 11 (H): 0.41, atom 12 (C): 0.25, atom 13 (C): -1.11, atom 14 (C): 0.50, atom 15 (O): -0.58, atom 16 (N): 0.52, atom 17 (C): 0.14, atom 18 (O): -0.60, atom 19 (C): 0.05, atom 20 (C): -0.29, atom 21 (C): -1.19, atom 22 (C): -0.26, atom 23 (C): 0.43, atom 24 (C): -0.22, atom 25 (H): 0.46, atom 26 (O): -0.37, atom 27 (C): -0.28, atom 28 (C): -1.43, atom 29 (H): 0.33, atom 30 (H): 0.33, atom 31 (H): 0.42, atom 32 (H): 0.37, atom 33 (H): 0.37, atom 34 (H): 0.40, atom 35 (H): 0.40, atom 36 (H): 0.37, atom 37 (H): 0.31, atom 38 (H): 0.40, atom 39 (H): 0.42, atom 40 (H): 0.28, atom 41 (H): 0.26, atom 42 (H): 0.17, atom 43 (H): 0.25, atom 44 (H): 0.35, atom 45 (H): 0.37, atom 46 (H): 0.38, atom 47 (H): 0.26, atom 48 (H): 0.38, atom 49 (H): 0.29, atom 50 (H): 0.30

=====

(4)
A single C18H25N3O4S2 molecule, computed with ωB97M-V/def2-TZVPD.

The calculation puts the HOMO energy at -8.842 eV. For the energy above the lowest of the compared OMol25 structures with the same formula, charge and spin, the calculation gives 0.000 eV. The SMILES is CC[C@H](C)NC(=O)CN1C(=O)CSc2ccc(S(=O)(=O)N3CCCC3)cc21.

The geometry in ORCA input format:
```
! RIJCOSX wB97M-V def2-TZVPD def2/J DEFGRID3
* xyz 0 1
C -0.192 0.256 5.325
C 0.291 1.082 4.139
H 1.360 1.285 4.244
H -0.234 2.040 4.136
C 0.039 0.395 2.792
N 0.258 1.351 1.719
C -0.667 1.653 0.796
O -1.803 1.223 0.798
C -0.182 2.605 -0.305
N 1.194 2.407 -0.726
C 2.113 3.354 -0.374
O 1.820 4.327 0.287
C 3.528 3.088 -0.832
H 4.131 3.981 -0.676
H 3.965 2.246 -0.291
S 3.557 2.694 -2.605
C 2.514 1.281 -2.463
C 2.722 0.179 -3.283
C 1.956 -0.965 -3.132
C 0.985 -0.982 -2.152
C 0.742 0.118 -1.359
C 1.494 1.277 -1.500
H -0.046 0.038 -0.632
S 0.011 -2.427 -1.731
O 0.392 -2.778 -0.390
O 0.153 -3.409 -2.768
N -1.511 -1.763 -1.706
C -2.309 -1.889 -0.494
H -1.696 -2.335 0.288
C -3.500 -2.750 -0.906
H -4.359 -2.612 -0.253
H -3.215 -3.803 -0.905
C -3.756 -2.272 -2.334
H -4.291 -3.002 -2.938
H -4.328 -1.344 -2.314
C -2.346 -2.005 -2.875
H -1.946 -2.865 -3.418
H -2.314 -1.132 -3.533
H -2.628 -0.890 -0.176
H 2.109 -1.837 -3.746
H 3.500 0.229 -4.028
H -0.252 3.631 0.073
H -0.851 2.494 -1.162
H 1.166 1.785 1.675
C 0.930 -0.826 2.574
H 0.743 -1.568 3.343
H 0.733 -1.289 1.608
H 1.980 -0.541 2.617
H -1.014 0.104 2.720
H -0.058 0.816 6.247
H 0.363 -0.674 5.409
H -1.248 0.020 5.217
*
```

Here is what Mulliken gives for the atomic charges, in e: atom 1 (C): -1.34, atom 2 (C): -0.42, atom 3 (H): 0.32, atom 4 (H): 0.37, atom 5 (C): -0.09, atom 6 (N): 0.13, atom 7 (C): 0.51, atom 8 (O): -0.71, atom 9 (C): -0.94, atom 10 (N): 0.22, atom 11 (C): 0.80, atom 12 (O): -0.63, atom 13 (C): -0.72, atom 14 (H): 0.39, atom 15 (H): 0.33, atom 16 (S): -0.15, atom 17 (C): 0.30, atom 18 (C): -0.61, atom 19 (C): -0.62, atom 20 (C): -0.23, atom 21 (C): 0.84, atom 22 (C): -0.80, atom 23 (H): -0.18, atom 24 (S): 1.37, atom 25 (O): -0.69, atom 26 (O): -0.78, atom 27 (N): 0.14, atom 28 (C): -0.34, atom 29 (H): 0.32, atom 30 (C): -0.79, atom 31 (H): 0.40, atom 32 (H): 0.33, atom 33 (C): -0.60, atom 34 (H): 0.35, atom 35 (H): 0.29, atom 36 (C): -0.72, atom 37 (H): 0.40, atom 38 (H): 0.30, atom 39 (H): 0.15, atom 40 (H): 0.58, atom 41 (H): 0.44, atom 42 (H): 0.46, atom 43 (H): 0.29, atom 44 (H): 0.29, atom 45 (C): -1.33, atom 46 (H): 0.45, atom 47 (H): 0.21, atom 48 (H): 0.33, atom 49 (H): 0.35, atom 50 (H): 0.40, atom 51 (H): 0.33, atom 52 (H): 0.32

=====

(5)
A single C18H25N5O5S2 molecule, computed with ωB97M-V/def2-TZVPD.

The calculation puts the HOMO energy at -8.523 eV. For the energy above the lowest of the compared OMol25 structures with the same formula, charge and spin, the calculation gives 0.000 eV. The SMILES is CCCn1c(SCC(=O)Nc2ccc(C)c(S(=O)(=O)N3CCOCC3)c2)n[nH]c1=O.

The geometry in ORCA input format:
```
! RIJCOSX wB97M-V def2-TZVPD def2/J DEFGRID3
* xyz 0 1
C -3.703 -0.887 3.646
C -3.003 -0.635 2.318
C -2.825 -1.942 1.541
N -2.111 -1.731 0.308
C -2.601 -1.355 -0.909
N -1.655 -1.167 -1.776
N -0.496 -1.428 -1.112
C -0.726 -1.739 0.195
O 0.076 -1.969 1.073
H 0.414 -1.227 -1.523
S -4.315 -1.151 -1.206
C -4.352 0.566 -1.866
H -5.408 0.827 -1.872
H -3.939 0.567 -2.873
C -3.583 1.424 -0.879
O -4.068 1.830 0.150
N -2.282 1.598 -1.249
C -1.199 1.837 -0.394
C -1.309 2.370 0.886
C -0.178 2.479 1.675
C 1.074 2.033 1.257
C 1.152 1.473 -0.011
C 0.052 1.427 -0.841
H 0.178 1.036 -1.838
S 2.615 0.744 -0.764
O 2.110 -0.312 -1.619
O 3.375 1.786 -1.391
N 3.521 0.130 0.494
C 3.166 -1.206 0.942
H 2.082 -1.316 0.917
C 3.833 -2.270 0.068
O 5.233 -2.083 0.018
C 5.558 -0.810 -0.492
C 4.959 0.300 0.376
H 5.143 1.275 -0.073
H 5.383 0.263 1.384
H 6.648 -0.753 -0.502
H 5.172 -0.701 -1.517
H 3.671 -3.265 0.483
H 3.411 -2.218 -0.945
H 3.514 -1.308 1.975
C 2.270 2.170 2.142
H 3.136 2.472 1.560
H 2.080 2.906 2.919
H 2.500 1.217 2.616
H -0.273 2.914 2.659
H -2.270 2.687 1.255
H -2.001 1.185 -2.130
H -3.795 -2.387 1.308
H -2.232 -2.646 2.131
H -3.588 0.070 1.724
H -2.017 -0.196 2.492
H -3.828 0.048 4.185
H -4.686 -1.322 3.481
H -3.121 -1.568 4.263
*
```

Here is what Mulliken gives for the atomic charges, in e: atom 1 (C): -1.60, atom 2 (C): 0.83, atom 3 (C): -1.35, atom 4 (N): 0.18, atom 5 (C): 0.63, atom 6 (N): -0.88, atom 7 (N): 0.37, atom 8 (C): 0.34, atom 9 (O): -0.73, atom 10 (H): 0.45, atom 11 (S): -0.19, atom 12 (C): -0.67, atom 13 (H): 0.44, atom 14 (H): 0.36, atom 15 (C): 0.30, atom 16 (O): -0.60, atom 17 (N): -0.11, atom 18 (C): -0.22, atom 19 (C): -0.84, atom 20 (C): -1.03, atom 21 (C): 0.83, atom 22 (C): 0.65, atom 23 (C): -0.71, atom 24 (H): 0.71, atom 25 (S): 1.33, atom 26 (O): -0.85, atom 27 (O): -0.79, atom 28 (N): 0.28, atom 29 (C): -0.47, atom 30 (H): 0.16, atom 31 (C): -0.56, atom 32 (O): -0.44, atom 33 (C): -0.50, atom 34 (C): -0.84, atom 35 (H): 0.46, atom 36 (H): 0.38, atom 37 (H): 0.37, atom 38 (H): 0.32, atom 39 (H): 0.41, atom 40 (H): 0.32, atom 41 (H): 0.45, atom 42 (C): -1.44, atom 43 (H): 0.29, atom 44 (H): 0.49, atom 45 (H): 0.19, atom 46 (H): 0.40, atom 47 (H): 0.53, atom 48 (H): 0.35, atom 49 (H): 0.39, atom 50 (H): 0.39, atom 51 (H): -0.01, atom 52 (H): 0.10, atom 53 (H): 0.42, atom 54 (H): 0.36, atom 55 (H): 0.36

=====

(6)
3 unconnected molecules or ions with the total composition C18H26BBrN3O7, computed with ωB97M-V/def2-TZVPD.

The calculation puts the HOMO energy at -4.193 eV.

The geometry in ORCA input format:
```
! RIJCOSX wB97M-V def2-TZVPD def2/J DEFGRID3
* xyz -1 1
C 0.016 -3.167 2.659
C 1.343 -2.596 1.821
O 2.279 -1.923 2.772
C 0.906 -1.527 0.616
O 0.207 -0.399 1.252
N -0.681 0.187 0.460
C -2.013 -0.443 0.354
C -2.914 -0.616 1.692
C -3.627 -2.129 1.656
O -2.271 -0.304 2.972
C -0.612 1.668 0.370
Br -0.699 2.129 -1.616
B 0.821 2.346 0.894
O 1.654 3.143 -0.072
O 1.341 2.240 2.274
C -1.811 2.523 1.077
O -2.011 2.669 2.404
O -2.837 3.191 0.210
H -0.005 -2.767 3.767
H 0.127 -4.346 2.744
H -0.962 -2.871 2.066
H 1.943 -3.523 1.367
H 2.972 -2.615 3.063
H 1.879 -1.094 0.086
H 0.235 -2.120 -0.145
H -2.653 0.154 -0.442
H -1.874 -1.532 -0.116
H -3.835 0.138 1.592
H -2.946 -2.944 1.165
H -4.633 -2.029 1.021
H -3.865 -2.441 2.776
H -2.927 -0.232 3.726
H 1.138 4.011 -0.158
H 1.114 3.076 2.813
N 4.595 -2.554 0.312
C 5.046 -3.783 0.648
C 6.389 -4.106 0.761
C 7.328 -3.111 0.511
C 6.895 -1.837 0.161
C 5.530 -1.609 0.076
H 4.274 -4.525 0.829
H 6.694 -5.109 1.037
H 8.390 -3.327 0.588
H 7.602 -1.040 -0.041
H 5.142 -0.630 -0.190
N -2.325 4.500 -4.451
C -3.145 4.120 -3.447
C -4.486 3.817 -3.621
C -5.022 3.913 -4.901
C -4.203 4.304 -5.955
C -2.873 4.583 -5.683
H -2.681 4.063 -2.467
H -5.098 3.514 -2.779
H -6.070 3.685 -5.076
H -4.590 4.389 -6.964
H -2.192 4.888 -6.472
*
```

Here is what Mulliken gives for the atomic charges, in e: atom 1 (C): -0.48, atom 2 (C): 0.48, atom 3 (O): -0.57, atom 4 (C): -0.37, atom 5 (O): -0.35, atom 6 (N): 0.48, atom 7 (C): -1.09, atom 8 (C): 0.29, atom 9 (C): -1.13, atom 10 (O): -0.46, atom 11 (C): 0.13, atom 12 (Br): -0.16, atom 13 (B): 0.67, atom 14 (O): -0.57, atom 15 (O): -0.55, atom 16 (C): 0.19, atom 17 (O): -0.65, atom 18 (O): -0.65, atom 19 (H): 0.23, atom 20 (H): 0.32, atom 21 (H): -0.18, atom 22 (H): 0.06, atom 23 (H): 0.30, atom 24 (H): 0.10, atom 25 (H): 0.30, atom 26 (H): 0.18, atom 27 (H): 0.35, atom 28 (H): 0.46, atom 29 (H): 0.28, atom 30 (H): 0.30, atom 31 (H): 0.25, atom 32 (H): 0.29, atom 33 (H): 0.31, atom 34 (H): 0.29, atom 35 (N): -0.19, atom 36 (C): -0.12, atom 37 (C): -0.60, atom 38 (C): -0.12, atom 39 (C): -0.64, atom 40 (C): -0.07, atom 41 (H): 0.31, atom 42 (H): 0.35, atom 43 (H): 0.35, atom 44 (H): 0.35, atom 45 (H): 0.39, atom 46 (N): -0.47, atom 47 (C): -0.37, atom 48 (C): -0.55, atom 49 (C): -0.22, atom 50 (C): -0.34, atom 51 (C): -0.20, atom 52 (H): 0.68, atom 53 (H): 0.40, atom 54 (H): 0.34, atom 55 (H): 0.34, atom 56 (H): 0.35